DFT (ωB97M-V with the def2-TZVPD basis set) results for a 4-piece molecular cluster, C4H18NO3 overall at a distorted geometry.

The value obtained for the energy above the lowest of the compared OMol25 structures with the same formula, charge and spin is 22.7 kcal/mol. Its net charge is +1. For the HOMO energy, the calculation gives -13.9896 eV. The LUMO energy comes out at -0.113 hartree.

The geometry in XYZ format:
```
26
Properties=species:S:1:pos:R:3:lowdin_charge:R:1
C 0.2266 -0.9303 0.2665 -0.114
C -0.0237 -0.5167 1.7567 -0.418
C -0.0873 -1.7521 2.6062 -0.070
C 1.1390 0.3906 2.1922 -0.067
N 0.2582 0.3054 -0.6128 0.179
H 1.2328 -1.3413 0.2056 0.132
H -0.5412 -1.6559 0.0174 0.135
H -0.9324 0.0836 1.6290 0.140
H -0.9499 -2.3813 2.3772 0.090
H 0.7943 -2.3956 2.5300 0.097
H -0.1243 -1.5327 3.6727 0.091
H 2.0613 -0.1590 1.9952 0.090
H 0.9724 0.6766 3.2279 0.091
H 1.2634 1.3413 1.6629 0.073
H 1.2000 0.4746 -0.9497 0.158
H -0.2656 -0.0371 -1.4199 0.153
H -0.1765 1.1719 -0.3188 0.148
H 0.3573 2.9659 -2.4894 0.020
H -0.5376 2.0734 -3.4068 0.070
O -0.1806 2.1507 -2.5074 -0.065
H -4.3495 -3.4486 -2.5015 0.035
H -4.6408 -3.2444 -1.0090 0.035
O -4.0442 -2.9833 -1.7180 -0.069
H 2.3453 3.0826 -3.0535 0.056
H 2.8789 3.9847 -1.8249 0.059
O 2.1242 3.6772 -2.3279 -0.047
```